{
  "formula": "C99H209N11O11",
  "method": "ωB97M-V/def2-TZVPD",
  "multiplicity": 1,
  "smiles": "CC1(C)CCCC(C)(C)N1O.CC1(C)CCCC(C)(C)N1O.CC1(C)CCCC(C)(C)N1O.CC1(C)CCCC(C)(C)N1O.CC1(C)CCCC(C)(C)N1O.CC1(C)CCCC(C)(C)N1O.CC1(C)CCCC(C)(C)N1O.CC1(C)CCCC(C)(C)N1O.CC1(C)CCCC(C)(C)N1O.CC1(C)CCCC(C)(C)N1O.CC1(C)CCCC(C)(C)N1O",
  "homo_lumo_gap_ev": 8.3,
  "charge": 0,
  "lumo_energy_ev": 0.27,
  "e_tot_ha": -5326.4893,
  "homo_ev": -8.0126,
  "elements": ["O", "O", "O", "O", "O", "O", "O", "O", "O", "O", "O", "N", "N", "N", "N", "N", "N", "N", "N", "N", "N", "N", "C", "C", "C", "C", "C", "C", "C", "C", "C", "C", "C", "C", "C", "C", "C", "C", "C", "C", "C", "C", "C", "C", "C", "C", "C", "C", "C", "C", "C", "C", "C", "C", "C", "C", "C", "C", "C", "C", "C", "C", "C", "C", "C", "C", "C", "C", "C", "C", "C", "C", "C", "C", "C", "C", "C", "C", "C", "C", "C", "C", "C", "C", "C", "C", "C", "C", "C", "C", "C", "C", "C", "C", "C", "C", "C", "C", "C", "C", "C", "C", "C", "C", "C", "C", "C", "C", "C", "C", "C", "C", "C", "C", "C", "C", "C", "C", "C", "C", "C", "H", "H", "H", "H", "H", "H", "H", "H", "H", "H", "H", "H", "H", "H", "H", "H", "H", "H", "H", "H", "H", "H", "H", "H", "H", "H", "H", "H", "H", "H", "H", "H", "H", "H", "H", "H", "H", "H", "H", "H", "H", "H", "H", "H", "H", "H", "H", "H", "H", "H", "H", "H", "H", "H", "H", "H", "H", "H", "H", "H", "H", "H", "H", "H", "H", "H", "H", "H", "H", "H", "H", "H", "H", "H", "H", "H", "H", "H", "H", "H", "H", "H", "H", "H", "H", "H", "H", "H", "H", "H", "H", "H", "H", "H", "H", "H", "H", "H", "H", "H", "H", "H", "H", "H", "H", "H", "H", "H", "H", "H", "H", "H", "H", "H", "H", "H", "H", "H", "H", "H", "H", "H", "H", "H", "H", "H", "H", "H", "H", "H", "H", "H", "H", "H", "H", "H", "H", "H", "H", "H", "H", "H", "H", "H", "H", "H", "H", "H", "H", "H", "H", "H", "H", "H", "H", "H", "H", "H", "H", "H", "H", "H", "H", "H", "H", "H", "H", "H", "H", "H", "H", "H", "H", "H", "H", "H", "H", "H", "H", "H", "H", "H", "H", "H", "H", "H", "H", "H", "H", "H", "H", "H", "H", "H", "H", "H", "H", "H", "H", "H", "H", "H", "H", "H", "H", "H", "H", "H", "H"],
  "positions_angstrom": [[-1.684, 4.971, 4.139], [6.433, -2.683, 3.569], [-5.474, -0.984, 0.736], [-8.265, 0.382, 2.940], [-1.741, 3.597, -0.201], [6.926, -0.928, -8.914], [1.910, -1.709, 2.088], [-1.378, 1.769, -6.672], [5.167, 3.125, 5.578], [-7.068, -3.217, -2.778], [1.467, -9.466, -1.054], [-0.055, 1.751, -6.092], [2.317, -8.844, -1.979], [-6.368, -2.110, -3.333], [6.902, -3.064, 2.342], [6.058, 3.952, 4.780], [-1.632, 4.868, 0.403], [6.871, -1.620, -7.672], [-6.057, -1.803, 1.783], [1.094, -0.811, 1.452], [-2.104, 4.701, 5.408], [-7.915, 1.597, 3.461], [-8.113, -2.150, 0.426], [2.281, 2.273, -6.117], [-2.837, 5.715, 0.307], [8.728, -2.942, 0.807], [3.202, -8.309, -4.221], [6.688, -0.649, -6.547], [-7.675, 4.372, 4.451], [4.265, 5.208, 3.671], [4.445, -2.342, -8.002], [-1.220, 1.612, -3.817], [-4.991, -2.508, -3.852], [0.755, 4.693, 1.000], [0.466, -1.486, 0.251], [-0.101, 1.106, -4.807], [7.997, 0.098, -6.394], [-2.526, 7.214, 0.888], [-8.306, 1.869, 4.843], [-7.805, 0.716, 5.769], [1.640, -10.260, -4.085], [2.520, 1.394, -4.936], [-4.236, -1.166, -4.202], [-6.684, -3.857, 3.654], [0.141, 3.993, 6.068], [5.729, -2.754, -5.132], [6.510, -1.390, -5.156], [8.446, 4.264, 3.913], [-1.522, 7.087, 6.150], [-1.775, 3.585, 7.699], [1.448, 0.505, -7.777], [-4.990, -3.475, -5.039], [6.843, -4.608, 0.261], [-0.775, 0.860, 1.489], [-3.283, 5.877, -1.167], [0.963, 2.887, -8.110], [7.467, 3.380, 4.811], [8.310, -2.721, 2.306], [-6.447, -3.989, 0.440], [-8.314, -0.586, -3.109], [-3.783, -2.830, 2.545], [1.481, -1.802, -0.850], [-3.062, 5.877, 7.557], [-1.515, 2.234, 5.521], [0.285, 0.079, 2.316], [5.110, 3.046, 2.520], [-7.971, 2.657, 2.459], [-7.953, -1.719, -5.212], [5.480, 4.269, 3.471], [-2.641, 6.028, 6.031], [0.736, -7.887, -3.900], [6.316, -4.321, 1.768], [8.299, -4.290, 0.137], [-6.929, 2.402, 1.358], [-6.312, 0.089, -4.502], [7.630, 1.878, 4.302], [1.861, -6.550, -1.060], [-7.224, -1.131, -4.035], [3.800, -6.935, -3.686], [6.624, -5.585, 2.619], [0.180, 5.629, -1.273], [-9.357, 2.885, 1.679], [4.117, -7.113, -2.130], [-7.605, 3.229, 5.341], [-0.060, -2.861, 0.577], [7.959, 3.346, 6.236], [-1.519, 0.164, 0.362], [-4.000, 4.960, 1.095], [6.421, -3.777, -8.811], [-0.130, 6.972, 0.815], [-5.051, -1.991, 2.863], [-9.926, 1.952, 4.924], [-2.139, 4.889, 8.340], [-1.323, 3.723, 6.180], [-0.155, -0.470, -4.997], [5.911, -2.741, -7.714], [2.886, -7.645, -1.285], [-0.304, 5.518, 0.208], [7.890, 4.579, 2.510], [-4.954, -0.380, -5.265], [6.472, 5.232, 2.670], [4.789, -4.065, 1.617], [-7.019, -2.862, 1.306], [-7.697, -3.465, 2.622], [1.419, 1.027, 2.900], [1.917, -8.802, -3.425], [8.582, -1.250, 2.516], [-0.530, -0.589, -0.522], [9.253, -3.441, 3.263], [-5.847, -2.594, 4.083], [-4.692, -0.604, 3.331], [-1.297, 7.891, 0.402], [1.064, 1.825, -7.068], [-0.394, -0.696, 3.476], [-7.214, 3.971, 3.071], [-4.317, -3.110, -2.555], [3.596, -7.911, 0.051], [-3.872, 6.559, 5.326], [1.269, 1.425, -4.088], [5.636, 0.370, -6.699], [6.015, -3.551, -6.356], [-6.603, 0.667, -5.379], [5.581, -4.550, -6.304], [-4.457, 5.651, 5.183], [3.782, 5.429, 2.720], [-5.563, 0.004, 3.578], [1.364, -2.475, 2.279], [8.283, -0.820, 3.472], [-2.557, 1.999, 5.307], [-2.313, 4.503, 3.585], [4.305, -8.731, -0.058], [6.470, -3.316, -9.798], [-4.304, 6.250, -1.241], [-8.390, -2.708, -5.077], [-2.559, 6.436, -1.759], [8.616, 5.164, 4.505], [-2.607, 2.904, 7.879], [-7.197, 1.570, 0.708], [8.655, 1.526, 4.418], [-0.530, 1.826, 1.047], [-5.993, 2.174, 1.867], [-4.205, -0.052, 2.527], [-4.598, -2.650, -1.607], [-10.127, 2.839, 4.324], [-2.435, 7.112, 1.969], [-1.805, 2.624, -6.584], [-7.016, -2.969, -1.852], [-3.624, 4.788, 2.103], [2.715, -8.334, 0.534], [0.710, 3.096, 6.313], [-1.939, 8.073, 6.359], [5.952, 5.522, 1.756], [8.393, -2.181, 0.102], [-6.843, 3.236, 0.661], [-5.451, -3.121, -5.961], [0.352, 4.688, -1.796], [5.774, 1.172, -5.974], [-8.494, -1.336, 1.042], [10.205, -2.910, 3.265], [-5.458, -4.314, 0.764], [9.316, 3.632, 3.738], [0.783, 3.914, -7.790], [3.244, 2.271, -6.627], [2.192, -5.577, -0.696], [8.282, 0.515, -7.359], [6.543, -5.642, 0.094], [8.050, 3.683, 1.912], [3.686, -2.344, -7.220], [-5.537, -4.343, -4.670], [2.965, -8.172, -5.276], [-7.338, -4.169, 4.469], [0.684, -3.639, 0.401], [-7.035, 5.208, 4.732], [5.612, -4.500, -8.920], [-7.907, -0.333, -2.130], [1.075, -7.431, -4.830], [-0.270, -1.072, -4.095], [-1.226, 0.976, -2.932], [-3.248, -2.902, -2.513], [7.419, -4.210, -8.749], [1.577, 0.684, -3.351], [1.418, -6.223, -2.000], [-7.254, 4.855, 2.435], [8.030, 0.761, -5.530], [3.658, 4.616, 4.356], [0.844, -10.941, -3.783], [3.948, -3.063, -8.651], [4.899, -7.869, -2.209], [-1.225, -1.138, -1.157], [0.090, 2.862, -8.762], [2.128, 3.272, -5.709], [-8.953, -1.430, -2.850], [-4.404, 0.551, -5.402], [3.230, 2.048, -4.431], [-4.411, -4.170, -2.317], [4.473, -4.550, 0.693], [-1.193, 5.325, 8.661], [4.162, 3.171, 1.998], [7.007, -4.002, -6.379], [-4.303, 4.048, 0.580], [5.333, 3.475, 6.457], [0.471, 4.832, 6.681], [-0.481, 6.302, -1.820], [1.949, 0.447, 3.655], [-7.311, -2.045, -6.030], [0.780, -0.818, -5.436], [2.042, 1.405, 2.089], [1.931, -0.188, -7.087], [-4.623, 7.017, 5.971], [8.840, -0.548, -6.149], [2.618, -10.741, -4.107], [-0.993, -0.649, -5.670], [0.018, 0.131, -1.130], [-0.914, 3.194, 8.241], [-5.139, -0.868, -6.222], [7.680, 2.437, 6.770], [3.183, -6.065, -3.909], [-8.948, 0.164, -3.583], [8.874, -3.690, 4.254], [8.466, 5.368, 2.026], [0.666, 0.027, -8.367], [2.231, -2.473, -0.430], [6.523, 6.117, 3.304], [4.834, 2.161, 3.094], [1.803, 2.828, -8.802], [1.019, -2.481, -1.567], [-3.279, 6.876, 7.934], [-2.192, -0.473, 0.937], [-6.398, -3.609, -0.580], [-6.090, -4.683, 3.264], [-3.922, -0.581, 4.102], [-10.258, 1.014, 4.480], [-1.214, 3.742, -0.990], [-3.977, -3.827, -5.235], [0.860, 7.225, 0.435], [-2.504, 4.598, 9.325], [-1.239, 8.051, -0.674], [3.857, -7.076, 0.702], [0.974, -6.898, -0.530], [-5.885, -0.135, 0.919], [3.948, -9.093, -4.355], [-5.153, -3.012, 4.811], [-8.684, 4.784, 4.449], [0.208, -0.630, 4.382], [9.621, -0.968, 2.340], [0.728, -8.852, -1.043], [-2.187, 1.240, -4.155], [4.661, -2.588, -4.991], [8.136, -0.648, 1.724], [-8.309, -4.333, 2.377], [-8.320, -2.653, 2.997], [0.527, 4.426, 5.145], [-7.380, 0.020, 3.033], [7.732, 4.132, 6.956], [1.036, 1.957, 3.321], [4.626, -6.637, -4.332], [9.582, -4.379, 2.817], [2.147, 0.866, -8.531], [-1.421, -0.392, 3.677], [-3.262, -1.446, -4.605], [6.325, -5.392, 3.649], [8.827, -5.158, 0.533], [0.398, -7.081, -3.249], [-0.275, 7.036, 1.893], [-9.211, 3.116, 0.623], [-1.187, 2.682, -3.608], [1.157, 6.106, -1.201], [5.646, 0.872, -7.667], [-3.419, 7.786, 0.637], [-1.149, 1.369, 6.073], [-4.907, 5.558, 1.192], [2.912, 0.378, -4.984], [-3.841, 7.182, 4.433], [-2.182, 0.765, -0.259], [-1.614, 1.135, 2.128], [7.083, 1.189, 4.946], [1.517, -10.083, -5.154], [5.890, 2.812, 1.796], [-6.766, 0.810, 6.087], [-8.047, -0.271, 5.376], [-6.541, -1.951, 4.625], [5.923, -0.961, -4.344], [-6.107, 0.773, -3.679], [4.246, -4.486, 2.464], [-6.556, 3.006, 5.537], [-3.271, 4.851, -1.537], [-1.119, 8.800, 0.977], [-10.274, 1.950, 5.958], [4.465, -6.172, -1.704], [-8.389, 0.796, 6.686], [7.835, -1.085, -9.179], [4.282, -1.412, -8.545], [-8.054, 3.418, 6.316], [-0.306, -1.775, 3.348], [-7.082, -4.874, 0.412], [-8.894, -2.819, 0.065], [-3.587, -2.620, 1.494], [-1.027, -3.149, 0.165], [-8.799, -1.122, -5.553], [1.634, 5.265, 1.297], [6.111, -1.833, 3.260], [8.629, -4.258, -0.901], [-1.075, 7.325, 5.185], [4.575, 6.168, 4.085], [0.207, 4.494, 1.921], [7.671, -5.871, 2.720], [-9.945, 1.967, 1.653], [5.960, -3.405, -4.289], [-2.873, -2.616, 3.107], [-10.041, 3.642, 2.064], [-0.195, -8.400, -4.141], [4.502, -3.026, 1.456], [-6.136, 3.993, 3.229], [6.178, -6.442, 2.115], [2.067, -1.048, -1.376], [-0.830, 7.012, 6.990], [9.046, 3.325, 6.156], [6.303, -4.024, -0.485], [1.032, 3.751, 0.527], [-3.807, -3.906, 2.714], [7.442, 1.657, 3.251], [-3.984, -0.654, -3.274], [9.814, -2.978, 0.720], [-4.114, 5.602, 7.626], [1.171, 2.398, -3.608], [-7.684, -1.614, -0.420], [7.439, -1.466, -4.591], [-0.441, -2.874, 1.598], [-0.935, 2.186, 4.599], [4.590, 0.112, -6.533]],
  "lowdin_charge": [-0.0266, 0.0002, -0.0232, -0.0127, -0.0109, -0.0186, -0.0107, -0.0264, -0.0234, -0.0261, -0.0096, -0.0832, -0.0958, -0.0972, -0.1448, -0.0753, -0.1114, -0.0909, -0.0705, -0.1196, -0.1150, -0.1626, -0.0178, -0.1349, -0.4303, -0.1078, -0.1434, -0.4945, -0.2389, -0.0441, -0.0312, -0.0073, -0.4242, -0.0316, -0.4549, -0.4516, -0.0595, -0.1176, -0.4225, -0.0323, -0.0253, -0.2232, -0.1701, -0.1817, -0.0614, -0.1884, -0.0887, -0.1250, -0.0496, -0.1318, -0.0195, -0.0251, -0.1396, -0.1267, -0.0345, -0.0631, -0.4480, -0.5162, -0.0181, -0.0441, -0.0153, -0.0552, -0.1174, -0.0258, -0.4212, -0.0128, -0.3964, -0.0550, -0.4787, -0.4274, -0.0376, -0.4184, -0.1934, -0.0751, -0.0811, -0.0478, -0.0390, -0.5006, -0.1483, -0.0242, -0.0230, -0.0088, -0.1096, -0.1438, -0.0401, -0.0661, -0.1784, -0.0115, -0.0365, -0.1236, -0.4748, 0.0024, -0.1905, -0.4413, -0.0076, -0.4372, -0.4957, -0.4579, -0.1708, -0.1548, -0.1191, -0.0295, -0.4312, -0.1430, -0.0165, -0.4024, -0.0665, -0.1335, -0.0296, -0.0991, -0.0422, -0.1997, -0.4580, -0.0172, -0.1238, -0.0320, -0.0384, -0.0491, -0.1418, -0.0649, -0.1651, 0.1031, 0.1114, 0.0718, 0.0678, 0.0674, 0.0690, 0.0717, 0.0677, 0.0784, 0.0940, 0.0668, 0.0851, 0.0847, 0.0632, 0.1159, 0.1134, 0.0715, 0.0741, 0.0901, 0.0812, 0.0723, 0.0610, 0.0598, 0.1029, 0.0936, 0.0287, 0.0561, 0.0717, 0.0898, 0.0766, 0.1137, 0.1128, 0.0848, 0.0654, 0.0705, 0.0904, 0.0697, 0.0799, 0.0795, 0.1092, 0.0871, 0.1080, 0.0779, 0.0830, 0.1028, 0.0982, 0.0704, 0.0812, 0.1002, 0.1101, 0.0777, 0.1079, 0.0744, 0.0668, 0.0758, 0.0684, 0.0606, 0.0653, 0.0792, 0.1034, 0.0537, 0.1126, 0.0916, 0.0744, 0.0749, 0.0730, 0.1109, 0.1118, 0.0805, 0.1237, 0.0781, 0.0942, 0.1167, 0.0784, 0.0510, 0.0989, 0.0602, 0.1116, 0.0717, 0.0890, 0.0767, 0.0657, 0.0752, 0.0648, 0.0573, 0.0713, 0.0549, 0.0780, 0.0818, 0.0656, 0.0735, 0.1033, 0.1187, 0.1066, 0.0797, 0.0914, 0.0904, 0.0892, 0.0994, 0.0915, 0.0633, 0.1057, 0.0701, 0.0873, 0.0870, 0.1116, 0.0935, 0.0356, 0.1075, 0.0880, 0.0736, 0.0650, 0.0855, 0.1118, 0.1058, 0.1034, 0.0774, 0.0860, 0.0570, 0.1048, 0.1143, 0.1132, 0.0764, 0.0897, 0.0796, 0.0583, 0.0978, 0.0817, 0.1176, 0.1104, 0.0774, 0.0567, 0.0864, 0.0598, 0.0868, 0.0675, 0.0723, 0.0636, 0.0988, 0.0829, 0.1020, 0.0530, 0.1160, 0.0682, 0.0798, 0.0850, 0.0920, 0.1165, 0.0732, 0.0739, 0.1032, 0.0805, 0.1101, 0.1020, 0.0763, 0.0706, 0.0656, 0.0778, 0.0660, 0.0977, 0.1076, 0.1094, 0.0815, 0.1129, 0.0715, 0.1157, 0.0710, 0.0990, 0.0754, 0.1043, 0.0749, 0.1214, 0.0557, 0.0945, 0.0991, 0.0707, 0.0906, 0.0859, 0.0694, 0.1074, 0.1059, 0.0742, 0.0785, 0.0772, 0.0694, 0.0727, 0.1065, 0.0667, 0.0648, 0.0733, 0.0782, 0.1015, 0.0730, 0.0805, 0.0771, 0.0853, 0.1073, 0.0754, 0.0757, 0.0601, 0.1154, 0.1140, 0.0988, 0.1071, 0.0449, 0.1032, 0.0660, 0.0451, 0.0583]
}